A cluster of 2 separate species, C3H13N2PS in total at a distorted geometry, computed with the ωB97M-V functional and the def2-TZVPD basis.

```
20
C3H13N2PS | the OMol25 dataset | the ωB97M-V functional and the def2-TZVPD basis
C -1.27 -0.47 1.38
C -1.07 1.03 -1.09
C 3.42 -1.41 -0.89
N -1.25 -1.88 1.67
N -1.03 2.56 -1.06
P 0.17 0.25 0.15
S 3.36 0.25 -0.68
H -1.31 0.16 2.32
H -2.23 -0.23 0.92
H -1.98 0.69 -0.67
H -1.16 0.49 -2.01
H 2.48 -1.87 -1.11
H 4.12 -2.24 -0.86
H -0.31 -2.09 2.04
H -1.62 -2.49 0.98
H -1.81 -2.10 2.52
H -1.61 2.97 -0.22
H -0.04 2.75 -1.03
H -1.50 3.05 -1.79
H 4.64 0.58 -0.58
```

Values from the calculation:
Energy relative to the best compared isomer or geometry (same formula, charge and spin)   375.77 kJ/mol
Charge   +2
HOMO-LUMO gap (alpha / beta)   4.5254 / 4.5264 eV
E_LUMO (alpha / beta)   -9.103 / -9.103 eV
E_tot   -970.3762 a.u.
HOMO energy (alpha / beta)   -13.63 / -13.63 eV